Record 1
Density functional theory data (ωB97M-V/def2-TZVPD) for one molecule with the formula C4H6N2O2 in a non-equilibrium geometry.

## Properties
Highest occupied orbital energy: -0.287 hartree
Multiplicity: 1
Lowest unoccupied orbital energy: 0.3 eV

Each line ends with the natural charge from an NBO analysis.
Cartesian coordinates (Å):
N1 2.4962 0.1620 -0.1222  -0.82
C1 1.0986 -0.1090 0.0238  0.22
N2 0.6838 -1.4208 0.1542  -0.52
C2 -0.6781 -1.4948 -0.0973  -0.14
C3 -1.1540 -0.2811 -0.0119  0.19
O1 -2.4559 0.1104 -0.0329  -0.68
C4 -0.0204 0.6239 0.0257  0.11
O2 -0.0269 1.9409 0.0889  -0.64
H1 2.8324 0.2839 0.8420  0.37
H2 2.5812 1.1342 -0.5597  0.38
H3 1.2396 -2.1289 -0.2860  0.39
H4 -1.0756 -2.4429 -0.0700  0.21
H5 -2.5612 0.9700 0.4406  0.48
H6 -0.8896 2.1511 -0.6809  0.46

Forces on atoms 1 to 2 (eV/Å):
N -0.5962 2.0878 0.3646
C 0.6794 -1.3692 0.1317

---

Record 2
Density functional theory data (ωB97M-V/def2-TZVPD) for one molecule with the formula C5H10O.

## Properties
Highest occupied orbital energy: -0.374 hartree
Multiplicity: 1
Lowest unoccupied orbital energy: 1.0 eV

Each line ends with the natural charge from an NBO analysis.
Cartesian coordinates (Å):
C1 1.2050 0.3109 -1.2029  -0.62
C2 0.6795 -0.7610 -0.2712  -0.22
C3 0.7552 -0.6082 1.2184  -0.41
C4 -0.5918 -0.6569 0.5440  -0.26
C5 -1.5016 0.5616 0.5366  -0.07
O1 -1.9417 0.9342 -0.7553  -0.71
H1 0.7515 0.2366 -2.1996  0.21
H2 1.0318 1.3216 -0.8138  0.20
H3 2.2884 0.2049 -1.3368  0.22
H4 0.8723 -1.7677 -0.6395  0.21
H5 1.0864 -1.4410 1.8318  0.22
H6 1.0756 0.3677 1.5807  0.21
H7 -1.1262 -1.6019 0.6190  0.22
H8 -2.4153 0.3409 1.1005  0.19
H9 -1.0199 1.4095 1.0502  0.16
H10 -1.1494 1.1488 -1.2621  0.46

Forces on atoms 1 to 2 (eV/Å):
C -0.0182 0.0790 0.0179
C 0.0585 -0.0712 -0.1006

---

Record 3
Density functional theory data (ωB97M-V/def2-TZVPD) for C14H26Cl2O2W as an isolated structure in a non-equilibrium geometry.

## Properties
Highest occupied orbital energy (alpha / beta): 0.018 / 0.018 hartree
Charge: -2
Multiplicity: 3
<S²>: 2.016
Lowest unoccupied orbital energy (alpha / beta): 5.0 / 4.9 eV

Each line ends with the Mulliken spin population.
Cartesian coordinates (Å):
C1 -0.8579 -2.2880 -0.4803  0.01
C2 -0.5343 -1.7813 -1.7730  -0.09
C3 -1.1255 -0.4916 -1.9241  0.13
C4 0.1037 -2.5658 -2.8649  0.01
C5 -1.8626 -0.2019 -0.7340  0.07
C6 -1.6980 -1.3201 0.1763  0.02
C7 -2.3863 -1.4857 1.4786  -0.03
C8 -0.5930 -3.6733 -0.0110  0.00
C9 -1.1525 0.3137 -3.1692  0.02
C10 -2.7742 0.9521 -0.5457  -0.02
W1 0.3630 -0.3141 0.0008  1.74
Cl1 2.2174 -0.8967 -1.4590  0.03
Cl2 1.2221 -1.4774 1.7691  0.14
O1 -0.5135 0.9450 1.3531  0.02
H1 0.8249 -3.2966 -2.4760  0.00
H2 0.6208 -1.9182 -3.5843  0.00
H3 -0.6579 -3.1310 -3.4270  0.00
H4 -0.1662 0.3536 -3.6430  0.01
H5 -1.4809 1.3364 -2.9684  0.00
H6 -1.8499 -0.1210 -3.8979  0.00
H7 -2.3821 1.8450 -1.0466  0.00
H8 -2.8991 1.1775 0.5183  0.00
H9 -3.7618 0.7371 -0.9751  0.00
H10 -2.5615 -0.5070 1.9450  0.00
H11 -1.7868 -2.0787 2.1819  0.00
H12 -3.3587 -1.9823 1.3320  0.00
H13 0.4344 -3.9796 -0.2412  0.00
H14 -1.2694 -4.3752 -0.5190  0.00
H15 -0.7546 -3.7609 1.0674  0.00
H16 -0.5835 1.8649 1.0591  0.01
O2 -0.2447 -1.7763 4.6783  0.00
H17 -0.4723 -1.1788 5.4295  0.00
C11 2.1493 2.4124 2.3601  0.00
C12 2.0136 2.7470 0.8795  0.01
C13 3.1421 3.6913 0.4349  0.00
C14 1.9821 1.4940 0.0209  -0.03
H18 3.0637 1.8431 2.5549  0.00
H19 1.3117 1.8005 2.7101  0.00
H20 2.1920 3.3286 2.9573  0.00
H21 1.0697 3.2929 0.7257  0.00
H22 4.1301 3.2216 0.5095  0.00
H23 3.0131 3.9989 -0.6073  0.00
H24 3.1400 4.5951 1.0540  0.00
H25 1.8299 1.7338 -1.0419  -0.02
H26 2.9038 0.9173 0.1926  0.01

Forces on atoms 1 to 2 (eV/Å):
C -0.9221 0.5347 -0.5487
C -0.6266 0.0544 0.5939

---

Record 4
Density functional theory data (ωB97M-V/def2-TZVPD) for a 15-piece molecular cluster, H29O15 overall in a non-equilibrium geometry.

## Properties
Highest occupied orbital energy: -0.240 hartree
Charge: -1
Multiplicity: 1
Lowest unoccupied orbital energy: 2.2 eV

Each line ends with the natural charge from an NBO analysis.
Cartesian coordinates (Å):
O1 -0.8256 -2.1917 -1.2863  -0.98
H1 -2.3100 -3.0380 -0.3935  0.48
H2 -0.5386 2.7085 -3.9147  0.47
O2 1.6663 -0.2265 0.1389  -1.04
H3 1.7402 0.1821 -0.8613  0.50
H4 1.5478 4.3192 1.9970  0.47
O3 -1.0071 2.4226 -3.1629  -0.94
H5 1.1573 3.0350 2.8159  0.50
H6 -4.3026 -1.3778 -1.6440  0.46
O4 -2.2636 -2.9314 -3.0932  -0.97
H7 2.8473 4.6650 -1.4491  0.45
H8 -2.0898 -3.8993 -3.1460  0.47
O5 3.7423 -3.1214 1.3358  -0.94
H9 3.4049 -2.3247 0.9910  0.48
H10 -0.7398 -3.8298 2.9475  0.47
O6 1.8585 1.9800 -1.5375  -1.25
H11 0.9958 0.5349 0.3542  0.49
H12 2.6699 1.6995 -1.8345  0.44
O7 -3.2051 -0.2158 -0.0375  -0.93
H13 2.9079 -3.6128 1.4100  0.46
H14 0.1644 -2.1832 -1.1344  0.50
O8 -3.2715 -3.0265 -0.5182  -1.00
H15 -3.7887 -0.6610 -0.5738  0.44
H16 -0.8964 -1.1891 -1.2851  0.52
O9 0.3696 2.2849 0.5133  -1.04
H17 -0.5485 -3.2192 1.4564  0.49
H18 -0.5829 2.5820 -2.4258  0.48
O10 2.9189 4.0737 -0.7500  -1.00
H19 -1.3357 -2.5875 -2.8452  0.51
O11 0.1697 0.8150 3.4661  -0.94
H20 -0.2029 0.6078 2.6370  0.48
H21 2.5613 3.2807 -1.0659  0.48
O12 4.1454 1.5710 1.8457  -0.95
H22 3.2920 1.3464 2.2663  0.47
H23 3.7945 2.2896 1.2378  0.48
O13 -0.6603 -4.0321 2.0343  -0.96
H24 -3.3306 0.7438 -0.2505  0.47
H25 -3.0152 -3.0288 -1.5067  0.48
O14 -5.2578 -1.4439 -1.5086  -0.90
H26 0.3490 3.1831 0.4676  0.46
H27 0.3487 -0.1377 3.8024  0.46
O15 1.6420 3.9855 2.9224  -0.97
H28 -5.3364 -1.7225 -0.7169  0.45
H29 1.0634 2.0856 -0.2329  0.51

Forces on atoms 1 to 2 (eV/Å):
O 3.2694 2.5437 0.7254
H -0.0613 0.1492 1.6481

---

How do the records compare in ΔE to the lowest compared entry with this formula, charge and spin? In the order shown, they have 61.9 27.3 15.5 88.1 kcal/mol.